Computed, not measured: a molecular structure, C8H14N2PV, with the ωB97M-V functional and the def2-TZVPD basis.

Element x y z (Å)
1 V -0.616 0.007 -1.518
2 P -0.467 2.555 -1.014
3 N -0.190 0.090 0.286
4 N 0.063 -0.239 2.684
5 C 1.051 0.159 -2.265
6 C -0.345 -1.245 -3.737
7 C -0.441 -2.155 -2.677
8 C -0.990 0.508 3.395
9 C 1.150 -0.860 3.461
10 C 0.362 -0.042 -3.493
11 C -0.028 -1.744 -1.399
12 C 0.113 -0.177 1.396
13 H 1.913 0.815 -2.196
14 H -0.734 -1.472 -4.731
15 H 2.109 -0.385 3.207
16 H 0.697 2.772 -0.229
17 H 1.219 -1.937 3.250
18 H -0.797 0.434 4.465
19 H 0.375 0.725 -4.271
20 H 0.030 -2.462 -0.578
21 H -1.977 0.079 3.167
22 H -0.871 -3.143 -2.846
23 H -1.335 3.191 -0.077
24 H -0.267 3.676 -1.883
25 H 0.935 -0.713 4.521
26 H -0.959 1.562 3.081

Multiplicity: 2
Net charge: +1
Frontier orbital gap (spin up / spin down), eV: 7.844 / 7.565



Computed, not measured: a gas-phase ion, C6H11N3 (charge +2), with the ωB97M-V functional and the def2-TZVPD basis.

Element x y z (Å)
1 N -2.525 -0.991 0.055
2 N 1.508 -0.155 0.011
3 N -0.771 0.599 0.011
4 C -0.216 -1.756 0.028
5 C -1.250 -0.766 -0.050
6 C 0.574 0.778 -0.030
7 C -1.658 1.776 0.092
8 C 2.878 0.278 -0.084
9 C 1.099 -1.496 0.118
10 H 3.405 0.054 -1.036
11 H -2.857 -1.953 0.297
12 H 3.431 -0.377 0.644
13 H -1.572 2.091 -0.948
14 H 2.974 1.340 0.307
15 H 0.917 1.766 -0.130
16 H -3.187 -0.383 -0.434
17 H -1.335 2.632 0.655
18 H -0.532 -2.791 -0.012
19 H -2.711 1.597 0.341
20 H 1.828 -2.242 0.168

Multiplicity: 3
Net charge: +2
Frontier orbital gap (spin up / spin down), eV: 6.507 / 6.607



Computed, not measured: C16H31NO in the gas phase, with the ωB97M-V functional and the def2-TZVPD basis.

Element x y z (Å)
1 O 2.763 1.908 0.669
2 N 4.245 2.700 4.679
3 C 3.413 2.971 1.364
4 C 1.163 3.400 -0.684
5 C -2.110 -3.858 -1.093
6 C 0.783 4.605 0.117
7 C 4.548 2.667 3.562
8 C -3.681 -1.875 -1.751
9 C -2.211 -2.373 -1.498
10 C -0.083 -1.573 -0.084
11 C -2.857 -4.273 0.174
12 C -1.505 -1.488 -0.389
13 C 1.388 2.186 0.338
14 C 1.622 -0.838 1.632
15 C 0.442 -0.297 0.768
16 C 0.848 0.858 -0.181
17 C 4.687 2.489 2.118
18 C -3.907 -1.948 -3.209
19 H -0.076 4.274 0.758
20 H 2.772 3.424 2.221
21 H -3.996 -4.201 0.211
22 H -3.829 -2.965 -3.582
23 H 0.181 3.220 -1.299
24 H -3.175 -1.335 -3.768
25 H 1.796 -0.034 2.344
26 H 0.765 2.308 1.261
27 H 2.504 -1.213 0.988
28 H 1.266 -1.721 2.166
29 H -3.835 -0.802 -1.630
30 H -0.457 0.004 1.330
31 H -0.057 1.186 -0.729
32 H -4.941 -1.642 -3.526
33 H 5.529 3.119 1.813
34 H 1.417 0.574 -1.003
35 H 1.659 5.005 0.595
36 H -0.074 -2.476 0.553
37 H 0.393 5.396 -0.484
38 H -1.046 -4.063 -0.815
39 H -2.574 -3.744 1.080
40 H -1.992 -1.741 0.541
41 H -2.418 -4.561 -1.907
42 H 2.024 3.529 -1.403
43 H -4.383 -2.391 -1.193
44 H -1.594 -2.237 -2.400
45 H 4.847 1.436 1.895
46 H -1.783 -0.486 -0.636
47 H 3.571 3.805 0.681
48 H -2.563 -5.279 0.399
49 H 0.522 -1.654 -0.993

Frontier orbital gap, eV: 10.794
Structure (SMILES): CCC(CC)CC[C@@H](C)C[C@H](CC)OCCC#N



Computed, not measured: a molecular structure, C5H9NO, with the ωB97M-V functional and the def2-TZVPD basis.

Element x y z (Å)
1 O -1.738 0.710 0.409
2 N -0.629 0.205 2.439
3 C 0.468 -1.582 -0.501
4 C -0.638 0.547 1.232
5 C -1.275 0.223 -0.875
6 C 0.644 0.749 0.386
7 C 0.065 -0.320 -0.473
8 H 1.969 -0.442 -1.435
9 H -1.951 -0.544 -1.255
10 H 1.364 -1.891 0.036
11 H -0.115 -2.346 -0.991
12 H -1.203 1.056 -1.589
13 H 1.559 0.550 0.951
14 H 0.658 1.768 -0.040
15 H -1.568 0.168 2.826
16 H 2.193 0.233 -1.210

Frontier orbital gap, eV: 10.358



Computed, not measured: 2 unconnected molecules or ions with the total composition C2H5NSi, with the ωB97M-V functional and the def2-TZVPD basis.

Element x y z (Å)
1 Si 0.913 -0.624 1.247
2 N 0.467 -0.679 -0.455
3 C -0.936 0.619 -1.042
4 C -1.176 1.575 -1.734
5 H 2.213 -1.288 1.373
6 H -0.299 -1.282 -0.672
7 H -1.841 2.117 -2.251
8 H -0.104 -1.254 2.047
9 H 0.763 0.817 1.488

Frontier orbital gap, eV: 9.257



Computed, not measured: 5 unconnected molecules or ions with the total composition C13H36F3N3O7S, with the ωB97M-V functional and the def2-TZVPD basis.

Element x y z (Å)
1 S 3.024 2.455 0.834
2 F 5.162 3.060 2.288
3 F 5.444 3.615 0.288
4 F 5.555 1.395 0.924
5 O 2.813 1.932 -0.580
6 O -0.349 0.607 -4.205
7 O -0.030 -2.851 -0.980
8 O -0.256 1.031 0.338
9 O 2.545 3.817 1.058
10 O -2.995 0.141 2.186
11 O 2.537 1.558 1.817
12 N -2.461 0.282 -1.029
13 N -0.284 0.713 2.853
14 N 1.528 -1.009 0.497
15 C -1.871 -0.204 -2.277
16 C 0.408 -0.528 -4.423
17 C -3.394 -0.627 3.266
18 C 4.926 2.628 1.086
19 C 1.438 -2.915 -0.979
20 C -2.642 1.523 2.532
21 C -0.800 2.909 3.585
22 C -0.692 -3.846 -1.804
23 C -1.367 1.543 3.470
24 C 2.016 -1.512 -0.795
25 C -0.869 0.845 -2.888
26 C -3.044 -0.621 -3.250
27 C 3.479 -1.535 -0.581
28 H -2.553 2.012 1.562
29 H 3.932 -0.656 -0.124
30 H 3.714 -2.245 0.212
31 H -0.250 -3.901 -2.798
32 H -1.287 -1.076 -1.985
33 H -1.335 1.820 -2.744
34 H 0.187 2.881 4.046
35 H 2.162 -0.383 0.973
36 H 0.411 -0.740 -5.493
37 H 0.005 0.865 -2.236
38 H 1.969 -3.378 -1.811
39 H -3.528 0.240 -3.712
40 H -2.674 -1.188 -4.104
41 H -4.104 -0.008 3.814
42 H 1.455 -1.781 1.143
43 H 1.711 -0.824 -1.583
44 H -0.760 -4.832 -1.346
45 H -3.757 -1.301 -2.783
46 H -0.614 3.411 2.636
47 H 0.502 0.710 3.488
48 H 4.003 -1.959 -1.437
49 H -2.584 -0.943 3.924
50 H 1.444 -0.280 -4.189
51 H -3.249 0.883 -1.220
52 H -1.133 0.728 0.093
53 H -0.131 1.160 1.281
54 H -1.361 3.619 4.193
55 H -0.034 -1.393 -3.928
56 H 1.708 -3.507 -0.104
57 H -3.777 -1.592 2.932
58 H -2.927 -0.491 -0.574
59 H -3.475 1.962 3.080
60 H -0.588 -0.241 2.984
61 H 0.434 0.435 0.037
62 H -1.594 1.188 4.476
63 H -1.745 -3.599 -1.935

Frontier orbital gap, eV: 8.957



Computed, not measured: a molecular structure, C4H7N2S2, with the ωB97M-V functional and the def2-TZVPD basis.

Element x y z (Å)
1 S 3.060 -0.876 -0.328
2 S 3.996 0.738 0.198
3 N -0.072 -1.264 0.477
4 N 0.698 0.897 0.309
5 C -0.466 1.337 -0.012
6 C 0.900 -0.419 0.314
7 C -1.595 0.429 -0.414
8 C -1.505 -0.836 0.474
9 H -0.639 2.358 -0.286
10 H 3.581 1.302 -0.942
11 H 0.110 -2.287 0.429
12 H -2.624 0.964 -0.276
13 H -1.777 -0.743 1.526
14 H -1.624 0.143 -1.549
15 H -2.043 -1.743 0.082

Net charge: +1
Frontier orbital gap, eV: 8.444



Computed, not measured: a gas-phase ion, C6H10N (charge +1), with the ωB97M-V functional and the def2-TZVPD basis.

Element x y z (Å)
1 N 1.315 0.035 0.354
2 C 0.767 -1.346 0.379
3 C -1.381 0.131 0.475
4 C -0.526 -1.083 0.152
5 C 2.468 0.256 -0.449
6 C -0.071 0.462 -0.285
7 C -2.774 0.282 -0.104
8 H 2.328 -0.352 -1.397
9 H -1.378 0.544 1.467
10 H -2.775 1.191 -0.730
11 H 3.303 -0.213 0.118
12 H -3.188 -0.555 -0.593
13 H 1.435 -2.163 0.238
14 H 2.463 1.296 -0.491
15 H 0.104 0.633 -1.342
16 H -3.444 0.504 0.782
17 H 1.353 0.380 1.426

Net charge: +1
Frontier orbital gap (spin up / spin down), eV: 8.484 / 8.483
Structure (SMILES): C[C@H]1C2=C[N@@H+](C)[C@@H]21